{
  "formula": "C12H11N8O2S3Sn",
  "method": "the ωB97M-V functional and the def2-TZVPD basis",
  "elements": ["Sn", "C", "C", "C", "C", "C", "C", "H", "H", "H", "H", "H", "H", "S", "C", "S", "S", "N", "N", "C", "N", "N", "N", "O", "O", "H", "H", "H", "H", "H", "N", "C", "C", "C", "N", "C", "N"],
  "positions_angstrom": [[-0.212891, 1.679024, -0.631318], [0.246216, 1.330919, 3.126552], [-0.987948, 0.702732, 3.020075], [-2.102584, 1.420106, 2.611532], [-1.982596, 2.770879, 2.315426], [-0.749782, 3.403253, 2.422824], [0.366190, 2.682676, 2.826436], [1.118462, 0.766230, 3.433755], [-1.084950, -0.353819, 3.236711], [-3.050784, 0.916759, 2.483739], [-2.847576, 3.327097, 1.976633], [-0.654036, 4.450263, 2.164950], [1.330697, 3.170423, 2.890516], [0.659820, 5.090061, -3.616494], [0.420259, 3.828381, -2.607913], [-0.752732, 2.562332, -2.922240], [1.271593, 3.656395, -1.081421], [1.042429, -1.762856, 1.273850], [0.633698, -2.648811, 0.271382], [-0.569236, -2.583303, -0.340875], [-0.751858, -3.398114, -1.382819], [-1.412967, -1.707809, 0.209859], [-2.661792, -1.570069, -0.307165], [-3.101011, -2.313091, -1.194707], [-3.298306, -0.626293, 0.120422], [1.048985, -0.819419, 0.892341], [0.335675, -1.770872, 2.000353], [1.352155, -3.236107, -0.121262], [0.050718, -3.842450, -1.807730], [-1.651402, -3.359847, -1.833968], [1.411825, 0.176873, -1.493130], [1.945540, -0.643279, -2.113536], [2.589806, -1.666689, -2.800208], [3.681423, -1.408956, -3.664884], [4.574235, -1.222376, -4.370303], [2.117160, -2.975828, -2.602071], [1.675579, -4.024432, -2.385295]],
  "forces_ev_per_angstrom": [[-0.03, -0.06, -0.03], [-0.01, 0.00, -0.01], [0.00, -0.01, 0.01], [0.01, 0.00, -0.02], [0.01, 0.01, 0.01], [-0.02, 0.02, 0.00], [0.00, 0.00, -0.01], [0.00, 0.00, 0.00], [-0.01, 0.01, -0.01], [0.00, -0.01, 0.00], [0.00, 0.01, 0.01], [0.01, 0.00, 0.01], [0.00, 0.00, 0.00], [0.04, -0.03, -0.02], [-0.10, 0.08, 0.05], [0.04, 0.00, -0.01], [0.03, -0.03, 0.00], [0.05, -0.02, -0.01], [0.18, -0.01, 0.05], [-0.28, -0.19, -0.24], [-0.58, 0.31, 0.41], [-0.10, -0.03, 0.23], [0.36, 0.32, -0.59], [-0.06, -0.12, 0.18], [-0.15, -0.10, 0.25], [-0.02, 0.01, 0.00], [0.00, 0.00, -0.03], [-0.07, 0.02, 0.05], [-0.11, -0.16, -0.04], [0.00, 0.02, 0.06], [0.00, -0.01, -0.10], [0.01, 0.07, 0.18], [0.00, -0.14, -0.09], [0.00, -0.01, -0.02], [-0.01, 0.00, 0.02], [0.15, 0.11, -0.08], [0.65, -0.05, -0.21]],
  "lowdin_charge": [0.7040, -0.1216, -0.1207, -0.1149, -0.1254, -0.1390, -0.1283, 0.1013, 0.0953, 0.0993, 0.1052, 0.1044, 0.1043, 0.4723, -1.8474, 0.3221, 0.3174, 0.0473, -0.0246, -0.4144, 0.1937, 0.1332, -0.4535, -0.0040, 0.0145, 0.0252, 0.0577, 0.1131, 0.0146, 0.0849, 0.0239, -0.1651, -0.2611, -0.2434, 0.1209, -0.2098, 0.1188],
  "gap_ev": 8.021,
  "e_lumo_ha": 0.09517,
  "total_energy_ha": -2461.28468,
  "relative_energy_ev": 0.000,
  "e_homo_ev": -5.4,
  "charge": -1,
  "spin_multiplicity": 1
}